# 1
A 2-piece molecular cluster, C4H7IN2OP overall, computed with ωB97M-V/def2-TZVPD.

Properties
HOMO energy (spin up / spin down) = -13.12 / -12.70 eV
charge = +1

```
16
Properties=species:S:1:pos:R:3:forces:R:3
C -0.575145 0.960059 -0.000221 -0.712 0.154 2.669
C -0.446431 0.232681 1.116597 0.294 -3.637 -0.211
C 0.234788 -0.891200 -1.224395 -0.510 -1.339 0.514
C -0.301642 1.040193 -2.401944 1.441 3.320 -0.057
N -0.290818 0.252466 -1.212616 1.400 1.508 0.432
N 1.623434 -1.638105 0.925839 0.040 -0.083 0.121
O -0.709738 0.325343 2.442314 0.434 1.472 -1.423
P -0.005047 -1.608914 0.604547 -0.031 1.099 -0.106
I -1.146185 -2.796301 3.577614 0.054 -0.068 -0.124
H -0.892877 1.995811 0.115684 0.106 -0.127 -1.226
H -1.225246 0.899602 -2.796664 -3.119 0.555 -1.130
H 0.317879 0.789255 -3.205985 1.548 -1.423 -0.605
H 0.017872 2.123104 -2.225264 -1.025 -1.437 0.202
H 2.222092 -2.108335 0.249048 -0.085 0.036 0.523
H 2.022262 -0.839453 1.387668 0.386 -0.015 0.009
H -0.845197 1.263794 2.647776 -0.222 -0.014 0.412
```
Forces are in eV/Å.

---

# 2
A 3-piece molecular cluster, C5H8O2 overall, computed with ωB97M-V/def2-TZVPD.

Properties
SMILES string = C=C=O.C=C.C=O
HOMO energy = -9.43 eV
charge = 0

```
15
Properties=species:S:1:pos:R:3:forces:R:3
C 1.092686 -0.584615 1.514149 -0.058 0.094 0.000
C 0.183709 0.345958 1.329604 -0.521 0.458 0.120
C 0.654593 0.250504 -1.697037 0.119 0.187 0.064
C 1.269347 1.335792 -1.231242 -0.102 -0.202 -0.118
O -0.678327 1.130050 1.238665 0.806 -0.664 0.152
C -2.343932 -0.962049 0.347511 -0.125 0.007 -0.330
O -2.577549 -0.765611 -0.818619 0.056 -0.095 0.511
H 1.746936 -0.886965 0.709903 -0.112 0.110 0.109
H -1.437076 -1.502438 0.681106 -0.133 0.011 -0.116
H 1.154937 -1.032715 2.496867 0.017 0.057 -0.054
H 1.206089 -0.660524 -1.924827 -0.066 0.171 -0.001
H -0.423046 0.214381 -1.848622 0.213 0.035 0.004
H 2.342397 1.358201 -1.049400 -0.166 -0.010 -0.107
H 0.715323 2.239344 -0.986012 0.089 -0.142 -0.078
H -3.016648 -0.612020 1.154384 -0.017 -0.017 -0.157
```
Forces are in eV/Å.

---

# 3
C25H27GeNS4SbSiW as an isolated structure, computed with ωB97M-V/def2-TZVPD.

Properties
HOMO energy = -10.51 eV
charge = +1

```
61
Properties=species:S:1:pos:R:3:forces:R:3
W -0.009391 0.534216 0.016184 -0.120 0.168 -0.285
S -1.077853 2.398830 -0.888321 0.134 -0.360 -0.071
Sb 0.100684 3.090312 1.148557 -0.049 0.112 0.283
S 1.981204 2.015253 0.296861 0.371 0.205 -0.010
S -0.748950 0.628097 2.041730 -0.118 0.125 0.399
C 4.150767 -3.316825 -0.320880 0.044 -0.047 -0.038
Si 4.045927 -2.853269 -2.123232 0.017 0.004 0.085
C 5.651157 -2.105160 -2.707417 -0.004 0.020 0.004
C 3.579466 -4.339099 -3.150061 -0.045 0.008 -0.008
C 2.693955 -1.545903 -2.457892 -0.020 0.000 -0.075
C 2.528307 -1.128392 -3.773434 -0.011 0.019 -0.051
C 1.563219 -0.191776 -4.150055 -0.019 -0.013 0.011
C 0.726419 0.314915 -3.189422 -0.003 -0.178 0.030
N 0.842953 -0.086317 -1.911596 0.025 0.238 -0.131
C 1.809989 -0.959229 -1.548330 -0.061 -0.042 -0.002
S 1.739711 -1.155395 0.180123 0.003 0.000 0.080
H 4.937454 -4.070720 -0.225564 -0.010 0.004 0.029
H 3.227294 -3.759606 0.055478 -0.002 0.004 -0.006
H 4.419698 -2.477363 0.320765 0.003 0.004 -0.006
H 6.469236 -2.817170 -2.579267 -0.007 -0.004 0.005
H 5.898337 -1.207515 -2.137207 0.004 -0.002 -0.004
H 5.618204 -1.833528 -3.764378 -0.006 0.002 0.004
H 4.338970 -5.118463 -3.059827 0.004 0.006 0.008
H 3.485993 -4.093148 -4.209774 0.005 -0.001 0.003
H 2.627864 -4.761372 -2.819720 0.004 -0.006 -0.004
H 3.172235 -1.534629 -4.546217 0.007 -0.008 0.017
H 1.466884 0.131888 -5.176156 0.001 -0.001 0.001
H -0.047518 1.035182 -3.408290 -0.041 0.025 0.008
C -0.463965 -3.275681 -0.924738 0.023 -0.003 -0.061
Ge -1.472024 -1.650593 -0.537802 -0.299 -0.246 -0.193
C -2.583265 -1.315467 -2.129461 -0.045 -0.130 -0.076
C -3.220188 -2.455798 -2.627779 -0.016 -0.034 -0.042
C -4.058155 -2.385349 -3.731485 -0.006 0.044 -0.010
C -4.279184 -1.168890 -4.361069 -0.007 -0.044 0.010
C -3.665123 -0.026128 -3.873143 -0.020 -0.004 -0.025
C -2.828209 -0.106192 -2.768467 0.064 0.090 -0.010
C -2.638417 -2.023979 0.990790 0.078 -0.042 0.074
C -2.395466 -3.163436 1.713836 0.000 -0.019 0.100
C -3.149355 -3.483281 2.868625 0.033 0.013 -0.036
C -4.129386 -2.640449 3.294537 -0.025 0.033 -0.007
C -4.420409 -1.449868 2.578895 -0.037 -0.037 0.082
C -5.438326 -0.564895 3.013002 0.011 -0.010 -0.001
C -5.721549 0.574416 2.317140 0.001 0.004 -0.025
C -5.004640 0.873628 1.138714 -0.020 -0.007 0.035
C -4.019898 0.034419 0.700471 0.052 0.058 -0.019
C -3.684483 -1.144701 1.411149 0.032 0.023 -0.108
H -1.174291 -4.081082 -1.115502 0.014 0.002 0.008
H 0.181816 -3.564971 -0.098211 -0.007 0.002 0.006
H 0.143105 -3.141480 -1.820129 -0.003 -0.006 -0.003
H -3.084545 -3.420659 -2.151909 0.029 0.032 0.019
H -4.542605 -3.282258 -4.094954 -0.001 0.003 0.000
H -4.933556 -1.112781 -5.220874 0.004 0.008 0.002
H -3.844199 0.930008 -4.348646 0.014 0.002 0.011
H -2.384684 0.812610 -2.399754 0.006 -0.042 -0.024
H -1.607926 -3.847134 1.420151 0.005 0.013 -0.031
H -2.932521 -4.393536 3.411795 -0.003 -0.002 -0.003
H -4.706403 -2.865830 4.183246 0.008 -0.006 0.001
H -5.993016 -0.814315 3.909476 0.000 0.004 -0.001
H -6.503985 1.240498 2.655588 0.003 0.001 0.000
H -5.250248 1.762790 0.571506 0.000 -0.007 0.005
H -3.505759 0.260102 -0.226005 0.002 0.022 0.043
```
Forces are in eV/Å.

---

# 4
C18H36GeN4O6SeSn as an isolated structure, computed with ωB97M-V/def2-TZVPD.

Properties
HOMO energy (spin up / spin down) = 2.01 / 2.00 eV
charge = -2

```
67
Properties=species:S:1:pos:R:3:forces:R:3
Sn -1.103314 -0.849725 0.146408 -1.465 6.657 0.190
O -2.181411 -0.736458 -1.703120 -0.023 -2.877 -0.389
C -2.191774 -2.058422 -2.210928 -0.322 1.346 0.409
C -0.993704 -2.863012 -1.678061 -0.243 -0.639 -0.881
N -0.895657 -2.871020 -0.192452 -0.134 -2.567 0.623
C -2.040256 -3.532628 0.501331 -0.352 0.425 -0.271
C -3.238470 -2.542730 0.808525 0.020 -0.148 -0.203
O -4.344410 -3.064358 0.823336 -0.062 0.104 0.284
O -2.920063 -1.319424 1.069352 -0.507 -2.341 -0.273
C 0.443389 -3.313091 0.294801 0.167 0.960 -0.217
C 1.382203 -2.049001 0.465957 0.281 -0.873 -0.148
O 2.547334 -2.185513 0.131768 0.162 0.025 0.358
O 0.801956 -1.016287 0.955885 1.804 -1.581 0.644
H -0.626094 -0.047214 -2.329316 0.356 -0.395 -0.270
H -3.149533 -2.539550 -1.955936 0.070 -0.303 -0.037
H -2.121123 -2.012717 -3.309770 0.187 -0.390 -0.041
H -1.028935 -3.889270 -2.065290 0.030 -0.099 0.230
H -0.091212 -2.400819 -2.088615 0.109 -0.089 0.203
H -2.392119 -4.398110 -0.061696 -0.119 0.138 -0.108
H -1.730473 -3.884789 1.487199 0.242 0.071 -0.078
H 0.380223 -3.754964 1.290307 -0.323 0.034 -0.029
H 0.887475 -4.048045 -0.374859 0.028 0.148 -0.133
C 3.537423 0.966901 -5.928076 0.633 0.023 0.028
Ge 3.167110 0.559715 -4.039400 -1.073 -0.066 -0.199
C 3.955201 -1.176446 -3.596356 0.270 0.134 0.005
C 3.982369 1.949299 -2.919020 0.166 -0.060 -0.067
C 1.228156 0.501767 -3.735917 1.315 1.143 -2.004
Se 0.797472 0.038497 -1.727484 -1.500 -0.048 0.061
C 0.478985 1.927230 -1.363746 1.002 0.546 0.479
H 4.624498 0.997401 -6.102175 -0.074 0.028 -0.144
H 3.105294 1.934456 -6.184102 -0.020 -0.040 -0.036
H 3.093288 0.196185 -6.558145 -0.022 0.045 0.003
H 5.037789 -1.148955 -3.770495 -0.051 -0.109 0.029
H 3.508270 -1.949812 -4.223292 0.017 -0.011 0.051
H 3.765364 -1.409604 -2.546557 -0.015 -0.047 -0.045
H 5.062586 1.980600 -3.095682 -0.036 0.077 0.079
H 3.797810 1.727278 -1.865502 0.019 0.041 -0.031
H 3.549123 2.921010 -3.165507 0.036 -0.008 0.053
H 0.767880 -0.266738 -4.363033 -0.063 -0.235 0.327
H 0.775001 1.471350 -4.013817 -0.076 -0.044 0.118
H 1.350380 2.508464 -1.676940 -0.021 -0.155 -0.281
H 0.346426 2.051564 -0.294360 -0.082 -0.138 -0.041
H -0.424283 2.241368 -1.870362 -0.001 -0.190 -0.034
O -1.660971 0.951102 -0.103291 -0.356 2.086 -0.845
C -2.187687 3.849714 3.568874 0.072 0.492 -0.060
C -1.800434 3.577256 2.128513 -0.099 -0.646 0.528
N -1.816773 2.160961 1.866830 0.056 1.377 1.177
C -1.366319 1.252528 2.723134 -0.105 0.419 -0.768
N -1.052330 0.030241 2.288120 0.106 0.424 2.321
C -0.559315 -0.923802 3.283007 -0.228 0.308 -0.306
C -1.072494 -0.667485 4.681528 -0.003 -0.308 0.069
C -0.740423 0.751311 5.061560 0.134 0.049 -0.089
N -1.279865 1.650822 4.075099 -0.211 -0.624 0.497
C -1.267131 3.042654 4.455393 0.073 0.020 -0.263
H -3.224640 3.546855 3.735958 0.023 -0.081 -0.032
H -2.110115 4.917614 3.806429 0.041 -0.015 0.091
H -0.796651 3.986910 1.924353 -0.045 0.208 0.050
H -2.501748 4.070994 1.450698 0.042 -0.038 -0.089
H -1.713643 1.751251 0.668849 -0.006 -2.149 -0.834
H 0.537200 -0.916344 3.278862 0.007 -0.119 0.100
H -0.875435 -1.928986 2.971171 0.067 -0.031 0.004
H -0.618608 -1.366300 5.392423 0.019 0.015 0.009
H -2.155512 -0.819314 4.711295 -0.008 0.089 -0.008
H 0.353477 0.880456 5.133640 0.037 -0.114 0.143
H -1.166903 0.978183 6.045713 0.004 0.197 -0.025
H -0.238350 3.436037 4.388381 -0.019 0.161 0.063
H -1.585505 3.142960 5.498605 0.071 -0.218 0.056
```
Forces are in eV/Å.

---

# 5
C2H6N4S as an isolated structure, computed with ωB97M-V/def2-TZVPD.

Properties
HOMO energy (spin up / spin down) = -8.63 / -8.64 eV
charge = 0

```
13
Properties=species:S:1:pos:R:3:forces:R:3
C -1.161698 1.893477 0.772549 -0.093 -2.137 -3.649
C 0.073319 1.269085 0.124565 -0.328 0.070 -1.745
N 0.756973 -2.409300 -1.968531 -1.551 3.318 4.491
N -0.117382 -0.129939 -0.253439 -2.041 -1.598 -0.556
N 0.625554 -1.012484 0.148572 0.937 5.087 1.852
N 0.704395 -2.218957 -0.203933 0.530 -3.806 -6.284
S 1.043934 -3.387518 0.836193 -0.364 -0.015 0.134
H -1.912783 2.003590 -0.032273 -0.371 -1.102 0.763
H -1.350834 1.331407 1.621934 -1.314 -1.394 1.321
H -1.177484 2.849762 1.088598 1.435 3.466 1.052
H 0.910618 1.362301 0.703736 2.313 0.248 1.745
H 0.331713 1.683022 -0.871340 -0.338 0.234 0.481
H 1.273674 -3.234444 -1.966630 1.186 -2.371 0.397
```
Forces are in eV/Å.

---

# 6
C46H43ClP2PtSi as an isolated structure, computed with ωB97M-V/def2-TZVPD.

Properties
HOMO energy = -12.60 eV
charge = +2

```
94
Properties=species:S:1:pos:R:3:forces:R:3
Pt -0.349143 -0.013488 -0.289716 -0.091 -0.392 0.901
C 0.538476 2.271176 2.130123 0.056 -0.090 0.010
C 0.959575 0.940203 2.782915 -0.106 0.145 -0.110
P 0.131340 -0.499538 2.011245 0.471 -0.231 0.185
C -1.312223 -0.826018 3.043247 -0.093 -0.097 0.006
C -2.554895 -1.061294 2.461955 -0.023 0.029 0.063
C -3.637580 -1.424906 3.256398 0.003 0.032 0.017
C -3.471774 -1.569548 4.626116 0.033 -0.051 -0.018
C -2.222916 -1.356609 5.209903 -0.049 0.007 0.025
C -1.146290 -0.981421 4.424973 -0.056 -0.010 -0.032
C 1.187011 -1.958987 2.328837 0.071 0.043 0.122
C 2.575197 -1.881574 2.447941 0.107 -0.145 0.071
C 3.331158 -3.026841 2.699721 -0.017 0.188 -0.121
C 2.708727 -4.261779 2.800817 -0.001 -0.064 0.016
C 1.329057 -4.354042 2.647704 -0.076 0.076 -0.099
C 0.571955 -3.212520 2.407559 0.114 -0.107 0.038
C 1.313674 2.667882 0.856327 -0.080 -0.422 0.224
P 0.642999 1.991622 -0.705018 -1.430 -0.803 -1.040
C -0.416740 3.259975 -1.418484 -0.033 0.179 0.225
C -0.437130 3.476577 -2.796167 -0.034 0.119 -0.035
C -1.271538 4.450136 -3.329117 -0.027 -0.108 -0.014
C -2.103589 5.189705 -2.497501 0.006 0.027 -0.020
C -2.095787 4.966938 -1.126798 -0.034 -0.034 0.050
C -1.260591 4.000406 -0.586774 0.090 0.107 -0.027
C 1.990920 1.795381 -1.890953 0.150 -0.361 0.036
C 1.859840 0.832619 -2.898289 0.252 0.151 -0.095
C 2.848001 0.697400 -3.869059 0.002 0.012 0.133
C 3.976430 1.510091 -3.824974 -0.019 0.001 -0.005
C 4.108336 2.468828 -2.824241 0.073 -0.004 0.042
C 3.121049 2.610896 -1.855488 0.040 0.045 0.041
H 0.677536 3.059023 2.869218 0.010 0.067 -0.024
H -0.531902 2.234876 1.909172 -0.032 0.067 0.106
H 0.664578 0.952945 3.828968 0.070 0.006 0.152
H 2.039428 0.798141 2.756474 0.053 0.118 -0.031
H -2.683447 -0.978290 1.388423 -0.019 0.035 0.040
H -4.604979 -1.597923 2.798590 0.073 0.005 0.042
H -4.311903 -1.867340 5.244651 0.084 0.049 -0.058
H -2.091284 -1.498412 6.277766 -0.021 0.055 -0.121
H -0.173351 -0.836551 4.887024 -0.084 -0.030 -0.044
H 3.090374 -0.928243 2.359189 -0.075 -0.091 0.132
H 4.407243 -2.946579 2.824908 -0.131 -0.006 -0.015
H 3.295896 -5.152218 3.002503 -0.083 0.110 -0.008
H 0.837901 -5.318602 2.723292 0.043 0.101 -0.002
H -0.504875 -3.295541 2.297986 0.038 0.002 0.069
H 2.357287 2.353420 0.944585 0.006 0.039 -0.045
H 1.299022 3.749662 0.734909 0.057 0.093 -0.020
H 0.206251 2.907141 -3.455140 -0.011 0.030 0.013
H -1.270661 4.631120 -4.398206 -0.008 -0.029 0.094
H -2.757069 5.946312 -2.918796 0.080 -0.072 0.043
H -2.742305 5.545724 -0.476044 0.052 -0.073 -0.065
H -1.264919 3.837602 0.486681 -0.004 0.032 -0.090
H 0.974148 0.211763 -2.925518 -0.085 -0.041 -0.003
H 2.737618 -0.040500 -4.657729 -0.009 0.092 0.078
H 4.750511 1.406261 -4.579869 -0.111 0.037 0.084
H 4.979575 3.117135 -2.805816 -0.115 -0.088 0.012
H 3.231042 3.368073 -1.083040 -0.001 -0.052 -0.133
Cl 8.251917 -1.259931 -1.549346 0.380 0.030 -0.057
C 6.593624 -1.329011 -1.337574 -0.305 -0.044 0.050
C 5.853249 -2.276904 -2.074457 0.199 -0.029 -0.050
C 4.509657 -2.337988 -1.893567 -0.278 0.017 0.059
C 3.855183 -1.457560 -0.963001 0.538 0.004 -0.309
C 2.523390 -1.543829 -0.769728 -0.429 -0.389 0.380
C 4.645950 -0.503460 -0.239437 -0.187 0.034 -0.023
C 5.988781 -0.440203 -0.420911 0.142 0.027 0.004
H 6.359294 -2.942180 -2.764161 0.019 0.102 0.084
H 3.918315 -3.064867 -2.445770 0.036 0.136 0.102
H 1.938709 -2.300263 -1.297134 0.035 0.269 0.080
H 2.006943 -0.939677 -0.021154 0.140 -0.107 -0.379
H 4.158466 0.169452 0.459883 0.000 -0.088 -0.098
H 6.598772 0.270617 0.122344 0.021 -0.075 -0.078
C -3.538070 -4.614500 -0.665093 -0.077 0.115 -0.052
C -2.217040 -4.234780 -0.466475 0.116 0.107 0.156
C -1.840636 -2.919041 -0.715253 -0.392 0.029 -0.256
C -2.777658 -1.972618 -1.178327 0.883 -0.627 0.391
C -4.108928 -2.363557 -1.339813 -0.045 -0.078 0.162
C -4.478501 -3.681980 -1.100679 0.019 0.001 0.077
Si -2.236034 -0.279994 -1.689999 0.016 1.901 -0.708
C -3.473203 0.976703 -1.082368 -0.323 0.396 -0.073
C -3.352633 1.674955 0.131589 -0.454 -0.091 -0.265
C -4.327178 2.581278 0.539469 0.019 -0.133 -0.009
C -5.440224 2.815026 -0.261944 0.068 -0.013 -0.007
C -5.567806 2.158079 -1.480350 0.097 -0.118 -0.042
C -4.595286 1.248144 -1.888731 0.103 0.123 0.214
H -3.841205 -5.637553 -0.475535 0.022 0.059 -0.045
H -1.483117 -4.961006 -0.126522 -0.116 0.097 -0.020
H -0.798142 -2.627397 -0.562705 0.048 -0.041 -0.116
H -4.864348 -1.642709 -1.643693 0.124 -0.093 -0.027
H -5.510036 -3.982576 -1.251425 0.106 0.006 0.025
H -2.206682 -0.150447 -3.163107 0.132 -0.142 -0.066
H -2.497634 1.502480 0.773805 0.070 -0.051 0.037
H -4.224878 3.097659 1.491062 -0.015 -0.062 -0.132
H -6.209269 3.508190 0.062103 0.089 -0.038 -0.034
H -6.423418 2.351506 -2.118914 0.061 -0.019 0.088
H -4.715602 0.749652 -2.850453 0.063 0.087 0.146
```
Forces are in eV/Å.